Density functional theory data (wB97M-V/def2-TZVPD) for a molecular structure, C5H10Br4NOP.

Computed properties:
orbital gap	9.00	eV
max |F|	0.6	eV/A
energy	-10963.901539	Eh
lowest unoccupied orbital energy	-0.04	eV

Structure (XYZ):
```
22
C5H10Br4NOP, DFT wB97M-V/def2-TZVPD
N -3.628 -0.374 0.602
C -2.534 -1.001 0.622
C -1.686 -1.403 -0.558
P -1.329 -0.138 -1.848
Br -3.323 0.381 -2.764
C -1.051 1.349 -0.800
C 0.408 1.397 -0.304
O 1.050 0.126 -0.331
H -3.884 -0.159 -0.366
H -2.152 -1.294 1.596
H -2.065 -2.297 -1.038
H -0.700 -1.659 -0.186
H -1.270 2.231 -1.389
H -1.717 1.342 0.056
H 0.958 2.117 -0.902
H 0.413 1.717 0.727
H 1.489 0.003 -1.186
C 4.099 -0.404 1.585
Br 4.638 -1.406 0.031
Br 3.672 -1.564 3.061
Br 5.418 0.912 2.072
H 3.194 0.124 1.320
```